[1]
Here is a cluster of 9 separate species, C32H49Br4N5O2 in total in a non-equilibrium geometry from the Open Molecules 2025 dataset. Energies are from ωB97M-V with the def2-TZVPD basis set.

As for the HOMO-LUMO gap: 8.0 eV. The total energy is -11968.81645 Ha. The value obtained for the LUMO energy is 0.21 eV. Its SMILES is c1cc[nH]c1.c1cc[nH]c1.c1cc[nH]c1.c1cc[nH]c1.c1cc[nH]c1.C1CCOC1.C1CCOC1.BrCCBr.BrCCBr. As for the net charge: 0. The spin multiplicity is 1.

Atoms and positions in Å:
C -0.36 -7.68 -2.53
C -0.36 -8.55 -3.54
C -1.20 -8.04 -4.48
N -1.77 -6.85 -4.09
C -1.27 -6.63 -2.79
H 0.20 -7.81 -1.62
H 0.15 -9.50 -3.57
H -1.47 -8.43 -5.45
H -2.41 -6.23 -4.57
H -1.64 -5.73 -2.33
C 0.10 6.19 6.33
C -0.22 4.87 6.75
C -0.31 4.81 8.10
N 0.07 5.97 8.56
C 0.40 6.84 7.51
H 0.06 6.58 5.33
H -0.42 4.10 6.01
H -0.61 4.02 8.76
H 0.13 6.18 9.54
H 0.55 7.88 7.77
C -6.11 -3.68 -7.69
C -4.93 -3.23 -8.33
C -4.28 -2.49 -7.40
N -4.91 -2.59 -6.16
C -6.06 -3.34 -6.35
H -6.94 -4.29 -8.04
H -4.47 -3.57 -9.24
H -3.40 -1.86 -7.43
H -4.60 -2.15 -5.30
H -6.72 -3.48 -5.51
C 8.55 3.53 -4.34
C 7.27 3.53 -3.76
C 6.38 3.35 -4.85
N 7.12 3.11 -5.96
C 8.41 3.10 -5.60
H 9.50 3.57 -3.83
H 7.12 3.73 -2.71
H 5.30 3.36 -4.92
H 6.87 3.16 -6.94
H 9.18 3.14 -6.36
C -4.66 -0.64 4.15
C -4.51 -1.83 3.57
C -4.74 -2.84 4.56
N -5.20 -2.28 5.68
C -5.06 -0.91 5.49
H -4.51 0.36 3.77
H -4.08 -2.05 2.60
H -4.68 -3.92 4.59
H -5.48 -2.80 6.51
H -5.32 -0.21 6.27
C 4.48 -3.13 4.08
C 3.85 -1.93 4.76
C 2.52 -2.54 5.16
O 2.23 -3.70 4.32
C 3.29 -3.84 3.38
H 5.05 -3.68 4.81
H 5.21 -2.83 3.32
H 3.81 -1.08 4.08
H 4.33 -1.59 5.68
H 1.68 -1.87 5.34
H 2.75 -3.01 6.12
H 3.21 -3.33 2.42
H 3.45 -4.88 3.11
C 0.41 2.50 -0.74
C -0.42 3.59 -1.43
C -1.85 2.93 -1.51
O -1.52 1.55 -1.52
C -0.47 1.29 -0.71
H 0.52 2.80 0.30
H 1.39 2.33 -1.21
H 0.01 3.86 -2.40
H -0.51 4.41 -0.72
H -2.38 3.24 -2.41
H -2.59 3.16 -0.74
H -0.17 0.34 -1.15
H -0.76 1.06 0.32
Br 7.56 -3.72 -3.81
C 6.03 -3.07 -4.95
C 4.81 -3.85 -4.78
Br 3.35 -3.39 -6.07
H 6.47 -3.03 -5.95
H 5.93 -1.99 -4.79
H 4.27 -3.76 -3.84
H 5.16 -4.83 -5.12
Br -7.08 6.82 5.23
C -5.52 7.46 4.26
C -5.94 8.50 3.28
Br -4.37 9.44 2.51
H -4.92 6.68 3.79
H -4.95 7.96 5.04
H -6.49 9.18 3.94
H -6.48 8.18 2.39

Atomic partial charges in e from the Mulliken method, atoms 1 to 2: atom 1 (C): -0.395, atom 2 (C): -0.352

=====

[2]
Here is a cluster of 10 separate species, C28H80N4O10 in total in a non-equilibrium geometry from the Open Molecules 2025 dataset. Energies are from ωB97M-V with the def2-TZVPD basis set.

As for the HOMO-LUMO gap: 9.6 eV. The total energy is -2085.92713 Ha. The value obtained for the LUMO energy is 0.36 eV. Its SMILES is COC[C@H](C)N.COC[C@H](C)N.COC[C@H](C)N.COC[C@H](C)N.CCO.CCO.CCO.CCO.CCO.CCO. As for the net charge: 0. The energy relative to the best compared isomer or geometry (same formula, charge and spin) is 447.23 kJ/mol. The spin multiplicity is 1.

Atoms and positions in Å:
C 0.99 0.66 -4.33
O 1.76 0.25 -3.24
C 3.09 0.66 -3.41
C 3.83 0.31 -4.75
C 4.23 -1.22 -4.77
N 5.11 1.09 -4.81
H 1.04 1.71 -4.62
H -0.02 0.32 -4.11
H 1.22 0.02 -5.17
H 3.00 1.74 -3.32
H 3.61 0.35 -2.51
H 3.30 0.61 -5.65
H 4.84 -1.49 -5.63
H 3.45 -1.98 -4.72
H 4.85 -1.40 -3.88
H 5.07 1.30 -5.79
H 5.94 0.52 -4.80
C 2.29 -7.24 2.06
O 1.19 -6.39 1.77
C 0.04 -7.00 1.09
C -1.06 -5.95 0.73
C -1.66 -5.58 2.07
N -2.01 -6.60 -0.15
H 2.93 -6.78 2.81
H 2.72 -7.40 1.08
H 1.82 -8.11 2.53
H 0.42 -7.34 0.13
H -0.33 -7.86 1.64
H -0.85 -4.98 0.27
H -2.20 -6.37 2.60
H -2.30 -4.70 1.99
H -0.98 -5.25 2.86
H -1.72 -6.60 -1.12
H -2.04 -7.55 0.20
C -3.36 4.79 -0.57
O -2.24 5.52 -0.14
C -1.96 6.57 -1.01
C -0.79 7.39 -0.53
C -0.49 8.74 -1.22
N 0.33 6.47 -0.63
H -4.31 5.32 -0.71
H -3.55 3.96 0.11
H -3.08 4.41 -1.55
H -1.85 6.25 -2.04
H -2.83 7.22 -1.11
H -1.01 7.51 0.53
H 0.32 9.34 -0.80
H -1.34 9.42 -1.29
H -0.34 8.70 -2.30
H -0.01 5.56 -0.35
H 0.67 6.35 -1.58
C -0.52 2.56 1.09
O -0.87 1.23 0.59
C 0.20 0.55 0.07
C -0.33 -0.80 -0.22
C 0.72 -1.74 -0.69
N -1.30 -0.68 -1.32
H -1.43 3.02 1.47
H -0.38 3.32 0.31
H 0.33 2.55 1.77
H 0.79 1.06 -0.68
H 0.99 0.36 0.80
H -0.78 -1.25 0.67
H 1.71 -1.75 -0.24
H 0.94 -1.55 -1.75
H 0.46 -2.79 -0.78
H -1.74 0.19 -1.07
H -0.82 -0.57 -2.21
C -3.70 -2.99 0.12
C -4.23 -1.62 0.54
O -3.98 -0.65 -0.43
H -4.18 -3.28 -0.81
H -3.86 -3.82 0.81
H -2.68 -2.91 -0.26
H -3.78 -1.34 1.49
H -5.28 -1.61 0.82
H -3.04 -0.70 -0.63
C 0.85 -1.63 3.50
C 0.61 -2.81 4.41
O 0.93 -2.72 5.68
H 0.29 -1.90 2.61
H 1.89 -1.52 3.17
H 0.57 -0.67 3.93
H 1.01 -3.76 4.06
H -0.45 -3.04 4.46
H 1.44 -1.91 5.80
C 0.74 5.44 3.44
C 1.89 6.00 2.70
O 1.51 7.31 2.29
H -0.10 5.31 2.75
H 0.49 5.97 4.35
H 0.90 4.39 3.67
H 2.18 5.38 1.85
H 2.67 6.20 3.44
H 1.32 7.30 1.35
C 5.41 -0.85 -0.22
C 4.87 -0.81 1.22
O 4.13 -1.95 1.52
H 6.25 -0.16 -0.20
H 4.61 -0.52 -0.89
H 5.70 -1.86 -0.52
H 4.24 0.07 1.32
H 5.65 -0.77 1.98
H 4.81 -2.56 1.81
C -3.88 -1.61 -3.68
C -3.51 -0.91 -5.02
O -2.82 -1.80 -5.89
H -2.99 -2.09 -3.27
H -4.63 -2.38 -3.84
H -4.25 -0.88 -2.96
H -2.98 0.01 -4.79
H -4.48 -0.50 -5.33
H -2.67 -1.34 -6.71
C -1.84 0.65 4.57
C -2.40 -0.80 4.43
O -3.78 -1.00 4.70
H -2.12 1.29 3.73
H -0.78 0.70 4.83
H -2.35 1.14 5.40
H -1.70 -1.31 5.10
H -2.18 -1.33 3.50
H -4.10 -1.86 4.45

Atomic partial charges in e from the Mulliken method, atoms 1 to 2: atom 1 (C): -0.605, atom 2 (O): -0.074

=====

[3]
Here is a cluster of 4 separate species, C36H68BN5O4 in total in a non-equilibrium geometry from the Open Molecules 2025 dataset. Energies are from ωB97M-V with the def2-TZVPD basis set.

As for the HOMO-LUMO gap: 6.6 eV. The total energy is -2011.41924 Ha. The value obtained for the LUMO energy is -1.39 eV. Its SMILES is C#Cc1nc2cc(B(O)OC)cc(CCCCO)c2nc1CCCO.CCN(CC)CC.CCN(CC)CC.CCN(CC)CC. As for the net charge: 0. The spin multiplicity is 1.

Atoms and positions in Å:
C 1.79 3.47 -2.50
C 0.38 3.61 -2.66
C -1.11 4.01 -3.31
N -1.65 5.36 -2.94
C -3.00 5.50 -3.59
C -3.80 6.94 -3.32
C -5.27 7.32 -3.93
B -6.05 8.76 -3.70
O -7.53 8.74 -3.87
O -5.38 10.05 -3.38
C -4.98 10.65 -4.68
C -6.02 6.18 -4.85
C -5.28 4.73 -5.16
C -6.09 3.61 -6.09
C -7.33 4.24 -6.95
C -8.74 4.05 -6.11
C -9.99 4.97 -6.68
O -9.63 6.36 -6.98
C -3.76 4.42 -4.54
N -3.14 3.10 -4.90
C -1.79 2.89 -4.28
C -1.02 1.46 -4.62
C 0.36 1.65 -5.50
C 0.14 2.23 -7.01
O -1.27 2.41 -7.41
H 2.97 3.53 -2.36
H -3.28 7.76 -2.62
H -7.81 9.59 -4.34
H -5.36 10.02 -5.61
H -5.30 11.78 -4.80
H -3.79 10.65 -4.72
H -7.10 6.46 -5.27
H -6.57 2.83 -5.33
H -5.39 2.99 -6.79
H -7.50 3.65 -7.97
H -7.20 5.37 -7.25
H -8.64 4.31 -4.95
H -9.13 2.93 -6.13
H -10.54 4.50 -7.60
H -10.79 5.00 -5.79
H -9.45 6.35 -7.99
H -1.74 0.72 -5.22
H -0.82 0.93 -3.57
H 1.19 2.29 -4.98
H 0.82 0.55 -5.63
H 0.79 3.23 -7.11
H 0.60 1.44 -7.78
H -1.31 3.36 -7.78
C 2.99 3.88 4.88
C 2.04 4.06 3.70
N 2.52 3.46 2.45
C 1.75 3.87 1.28
C 0.28 3.45 1.22
C 2.86 2.04 2.50
C 1.77 1.06 2.93
H 3.99 4.26 4.65
H 2.61 4.43 5.75
H 3.08 2.83 5.18
H 1.93 5.14 3.55
H 1.06 3.67 3.98
H 2.25 3.52 0.37
H 1.78 4.97 1.22
H 0.18 2.39 0.97
H -0.23 4.01 0.42
H -0.25 3.64 2.15
H 3.71 1.91 3.18
H 3.25 1.72 1.53
H 1.21 1.42 3.80
H 2.22 0.10 3.22
H 1.07 0.85 2.12
C 4.64 -5.94 5.85
C 4.61 -4.42 5.94
N 4.36 -3.75 4.66
C 4.61 -2.31 4.70
C 3.70 -1.47 5.60
C 3.16 -4.16 3.93
C 1.82 -3.99 4.64
H 5.38 -6.28 5.11
H 4.92 -6.37 6.82
H 3.66 -6.36 5.58
H 5.59 -4.10 6.32
H 3.87 -4.13 6.69
H 4.57 -1.90 3.69
H 5.64 -2.15 5.03
H 2.71 -1.33 5.16
H 4.13 -0.47 5.72
H 3.59 -1.90 6.60
H 3.26 -5.21 3.65
H 3.11 -3.63 2.97
H 1.85 -4.33 5.68
H 1.06 -4.59 4.13
H 1.47 -2.96 4.62
C 2.80 -8.07 2.27
C 3.97 -8.97 2.69
N 3.84 -9.52 4.04
C 5.08 -10.14 4.52
C 5.58 -11.38 3.79
C 2.62 -10.27 4.33
C 2.30 -11.48 3.45
H 2.65 -7.26 2.99
H 3.00 -7.63 1.29
H 1.86 -8.63 2.18
H 4.87 -8.35 2.64
H 4.08 -9.76 1.94
H 4.97 -10.39 5.59
H 5.88 -9.39 4.49
H 4.99 -12.27 4.03
H 6.61 -11.60 4.09
H 5.58 -11.26 2.70
H 1.77 -9.57 4.26
H 2.62 -10.58 5.38
H 2.47 -11.28 2.39
H 1.25 -11.75 3.57
H 2.89 -12.35 3.75

Atomic partial charges in e from the Mulliken method, atoms 1 to 2: atom 1 (C): -0.524, atom 2 (C): -0.389

=====

[4]
Here is a cluster of 2 separate species, C2H8N2 in total in a non-equilibrium geometry from the Open Molecules 2025 dataset. Energies are from ωB97M-V with the def2-TZVPD basis set.

As for the HOMO-LUMO gap: 10.2 eV. The total energy is -190.49430 Ha. The value obtained for the LUMO energy is 0.94 eV. Its SMILES is [H]/N=C/N.C. As for the net charge: 0. The energy relative to the best compared isomer or geometry (same formula, charge and spin) is 11.95 kJ/mol. The spin multiplicity is 1.

Atoms and positions in Å:
H -1.31 0.42 1.34
N -2.16 0.41 0.79
C -1.84 0.80 -0.37
N -2.75 1.06 -1.35
H -0.81 0.95 -0.67
H -2.53 1.42 -2.26
H -3.72 1.05 -1.08
C 5.40 -1.87 0.88
H 4.57 -1.69 0.20
H 5.69 -2.91 0.75
H 6.24 -1.35 0.44
H 5.21 -1.56 1.90

Atomic partial charges in e from the natural (NBO) method, atoms 1 to 2: atom 1 (H): 0.337, atom 2 (N): -0.724

=====

[5]
Here is a cluster of 2 separate species, C7H18O3PS in total in a non-equilibrium geometry from the Open Molecules 2025 dataset. Energies are from ωB97M-V with the def2-TZVPD basis set.

As for the HOMO-LUMO gap: 9.7 eV. The total energy is -1242.44632 Ha. The value obtained for the LUMO energy is -3.42 eV. As for the net charge: +1. The energy relative to the best compared isomer or geometry (same formula, charge and spin) is 190.78 kJ/mol. The spin multiplicity is 1.

Atoms and positions in Å:
C 4.09 -0.14 -0.15
C 2.92 -0.42 -1.22
O 2.62 -1.59 -1.48
O 2.35 0.74 -1.82
C 0.97 0.54 -2.16
S -0.19 0.55 -0.72
C -0.75 2.29 -0.32
P -2.02 -0.39 -1.47
C -2.00 -2.14 -0.72
C -3.48 0.51 -0.62
H 4.98 -0.82 -0.34
H 3.72 -0.31 0.91
H 4.43 0.95 -0.30
H 0.79 -0.44 -2.73
H 0.69 1.37 -2.89
H 0.09 3.05 -0.41
H -1.63 2.63 -0.98
H -1.18 2.24 0.74
H -1.19 -2.22 0.08
H -3.04 -2.33 -0.25
H -1.81 -2.88 -1.56
H -3.20 0.92 0.40
H -3.82 1.42 -1.24
H -4.35 -0.21 -0.53
C 0.20 -0.68 3.64
O -0.23 0.19 2.61
H -0.22 -0.34 4.59
H -0.16 -1.70 3.44
H 1.29 -0.68 3.71
H 0.15 -0.13 1.78

Atomic partial charges in e from the natural (NBO) method, atoms 1 to 2: atom 1 (C): -0.725, atom 2 (C): 0.791

=====

[6]
Here is a structure of composition C32H35N3O4V in a non-equilibrium geometry from the Open Molecules 2025 dataset. Energies are from ωB97M-V with the def2-TZVPD basis set.

As for the HOMO-LUMO gap (spin up / spin down): 4.0 / 6.2 eV. The total energy is -2649.73356 Ha. The value obtained for the LUMO energy (spin up / spin down) is 4.75 / 4.74 eV. As for the net charge: -2. The energy relative to the best compared isomer or geometry (same formula, charge and spin) is 44.74 kJ/mol. The spin multiplicity is 4.

Atoms and positions in Å:
V -0.01 0.11 -0.13
C 1.85 2.98 2.92
C 0.64 3.73 2.34
C 0.98 4.28 0.96
C -0.60 2.84 2.34
C -0.88 2.02 3.43
C -2.01 1.22 3.46
C -2.90 1.20 2.39
C -4.13 0.32 2.43
C -2.60 1.98 1.29
C -1.47 2.79 1.26
H 2.77 3.56 2.77
H 1.97 2.01 2.43
H 1.75 2.79 4.00
H 0.42 4.57 3.00
H 1.08 3.46 0.24
H 1.92 4.82 0.99
H 0.21 4.97 0.59
H -0.20 1.98 4.27
H -2.18 0.57 4.31
H -4.87 0.71 3.13
H -3.86 -0.69 2.74
H -4.59 0.25 1.44
H -3.25 1.94 0.42
H -1.27 3.38 0.37
O -2.56 -3.01 -3.61
C -3.35 -3.14 -2.53
C -4.46 -3.98 -2.61
C -5.29 -4.16 -1.52
C -5.01 -3.52 -0.32
C -3.90 -2.68 -0.24
C -3.07 -2.46 -1.33
C -1.94 -1.52 -1.22
O -1.79 -0.79 -0.15
N -1.16 -1.40 -2.25
N -0.18 -0.46 -2.02
C 0.56 -0.07 -3.11
C 1.51 0.97 -3.10
C 2.19 1.32 -4.29
C 3.13 2.34 -4.35
C 3.42 3.07 -3.20
C 2.76 2.76 -2.00
C 1.81 1.75 -1.91
O 1.20 1.52 -0.75
H -1.81 -2.39 -3.33
H -4.66 -4.48 -3.56
H -6.15 -4.82 -1.60
H -5.64 -3.67 0.55
H -3.65 -2.16 0.68
H 0.35 -0.57 -4.05
H 1.97 0.74 -5.19
H 3.62 2.57 -5.29
H 4.15 3.87 -3.22
H 2.99 3.31 -1.09
O 1.41 -3.11 -0.58
H 1.26 -2.47 0.13
H 0.96 -2.68 -1.32
C -0.95 -2.27 2.80
C 0.40 -1.84 3.29
C 0.88 -2.16 4.55
C 2.15 -1.79 4.98
C 2.97 -1.10 4.08
C 2.53 -0.75 2.81
C 3.41 -0.04 1.82
C 1.21 -1.08 2.40
N 0.74 -0.66 1.19
H -1.56 -2.67 3.63
H -0.87 -3.03 2.03
H -1.48 -1.43 2.33
H 0.23 -2.72 5.22
H 2.50 -2.04 5.97
H 3.98 -0.82 4.38
H 4.39 0.19 2.26
H 2.95 0.87 1.45
H 3.56 -0.66 0.93

Atomic partial charges in e from the Mulliken method, atoms 1 to 2: atom 1 (V): 0.724, atom 2 (C): -2.195

=====

[7]
Here is a cluster of 2 separate species, C4H8O3 in total from the Open Molecules 2025 dataset. Energies are from ωB97M-V with the def2-TZVPD basis set.

As for the HOMO-LUMO gap: 9.7 eV. The total energy is -382.91082 Ha. The value obtained for the LUMO energy is 0.80 eV. Its SMILES is C/C=C/O.O=CO. As for the net charge: 0. The energy relative to the best compared isomer or geometry (same formula, charge and spin) is 141.77 kJ/mol. The spin multiplicity is 1.

Atoms and positions in Å:
C -1.52 0.90 -1.14
C -1.26 -0.11 -0.07
C -0.62 0.16 1.07
O -0.42 -0.77 2.04
H -1.23 0.52 -2.12
H -2.58 1.17 -1.19
H -0.95 1.83 -0.96
H -1.60 -1.13 -0.22
H -0.24 1.17 1.28
H 0.51 -0.72 2.31
O 2.23 -0.53 1.12
C 2.07 -0.23 -0.04
O 1.80 -1.09 -1.02
H 2.15 0.79 -0.44
H 1.68 -1.96 -0.62

Atomic partial charges in e from the natural (NBO) method, atoms 1 to 2: atom 1 (C): -0.635, atom 2 (C): -0.266

=====

[8]
Here is an isolated molecule of C4H8O in a non-equilibrium geometry from the Open Molecules 2025 dataset. Energies are from ωB97M-V with the def2-TZVPD basis set.

As for the HOMO-LUMO gap: 8.7 eV. The total energy is -232.28802 Ha. The value obtained for the LUMO energy is 0.75 eV. As for the net charge: 0. The energy relative to the best compared isomer or geometry (same formula, charge and spin) is 413.82 kJ/mol. The spin multiplicity is 1.

Atoms and positions in Å:
C -1.86 0.11 0.24
C -0.56 -0.14 -0.49
C 0.64 -0.07 0.38
C 2.53 0.48 -0.40
O 1.77 -0.58 -0.53
H -1.90 1.11 0.69
H -2.01 -0.63 1.04
H -2.70 0.02 -0.46
H -0.53 -1.13 -0.94
H -0.41 0.59 -1.30
H 0.75 0.93 0.86
H 0.72 -0.81 1.18
H 3.57 0.11 -0.27

Atomic partial charges in e from the natural (NBO) method, atoms 1 to 2: atom 1 (C): -0.609, atom 2 (C): -0.435